195
Properties=species:S:1:pos:R:3:forces:R:3 method="wB97M-V/def2-TZVPD" smiles=COC[C@H](C)N.COC[C@H](C)N.COC[C@H](C)N.COCCNCCOC.COCCNCCOC.COCCNCCOC.CC(C)O.CC(C)O.CC(C)O.CC(C)O.CC(C)O.CC(C)O de_lowest_kcal_mol=116.44 energy_ha=-3361.148699 e_homo_ev=-8.7 charge=0
C 3.438793 4.990302 14.532378 0.751 -1.683 0.088
O 4.427469 4.111957 13.963129 0.667 1.139 -0.573
C 4.532351 2.861136 14.579342 -0.775 -1.185 0.050
C 5.314797 1.802535 13.770019 0.243 0.811 -0.215
N 4.558650 1.206842 12.686002 -1.144 0.693 0.124
C 4.192872 2.208393 11.654040 0.504 -1.464 0.017
C 3.411553 1.521248 10.522473 0.821 1.395 -0.463
O 4.282793 0.855884 9.588495 -1.444 -0.801 0.394
C 3.490879 0.214008 8.564062 1.366 0.097 -0.088
H 2.540676 4.377317 14.608076 -0.597 0.457 -0.178
H 3.347285 5.868920 13.893820 -0.049 -0.216 0.136
H 3.712221 5.235938 15.558530 0.132 0.390 0.058
H 3.514337 2.480558 14.662448 -0.299 -0.347 0.347
H 4.951883 2.925134 15.583328 0.170 0.197 0.185
H 5.693821 1.000494 14.403392 -0.248 0.129 0.305
H 6.194238 2.322342 13.389894 0.479 0.211 -0.145
H 5.101485 0.495585 12.217460 0.132 -0.096 0.071
H 5.149067 2.623698 11.335751 -0.001 0.306 -0.870
H 3.656940 3.071838 12.048168 -0.302 -0.481 0.234
H 2.949501 2.337940 9.967832 -0.379 0.122 -0.204
H 2.607422 0.882516 10.887838 0.199 -0.274 0.219
H 2.869645 0.940139 8.039739 0.003 0.095 -0.074
H 2.877220 -0.643682 8.839539 -0.194 0.175 0.872
H 4.228819 -0.231232 7.896750 -0.032 0.328 -0.290
C 17.103349 4.688959 35.377291 0.571 0.786 -0.709
O 16.312850 3.608149 35.745454 -0.576 0.394 0.184
C 16.829906 2.364197 35.408520 0.603 -1.240 0.409
C 15.904305 1.295561 36.001004 0.211 -0.021 -0.336
N 15.971657 1.287503 37.457601 0.115 1.053 0.449
C 14.842169 0.660668 38.118560 -0.918 0.238 -1.363
C 13.510451 1.390245 37.812499 -1.200 -0.883 2.057
O 13.451834 2.765066 38.260943 0.546 -0.709 -0.974
C 12.142727 3.293102 38.279764 -0.298 -0.070 -0.459
H 17.126888 4.857562 34.300667 -0.436 -0.102 -0.410
H 18.166953 4.589677 35.594075 0.145 -0.343 0.667
H 16.739514 5.611823 35.829009 -0.144 -0.250 0.188
H 17.848716 2.284127 35.787595 0.199 -0.175 0.510
H 16.975289 2.178632 34.344315 -0.549 0.324 -0.497
H 16.135597 0.304297 35.611113 0.204 -0.028 -0.075
H 14.916764 1.564021 35.625783 -0.363 -0.062 -0.065
H 15.757359 2.255150 37.652114 0.812 0.674 0.430
H 14.908264 0.555888 39.201505 0.637 0.364 -0.046
H 14.778266 -0.350450 37.716487 -0.395 -0.216 0.072
H 12.816108 0.876771 38.477584 -0.380 -0.326 0.266
H 13.058065 1.135803 36.854004 0.438 0.901 -0.646
H 11.453964 2.740612 38.918862 0.235 -0.071 0.642
H 11.624867 3.249329 37.321628 0.349 -0.045 -0.578
H 12.181058 4.349927 38.543860 0.189 -0.195 0.281
C 5.473493 5.342501 25.593713 0.703 0.451 0.457
O 6.248291 5.075848 26.775965 0.017 0.826 -0.804
C 5.465970 4.738139 27.884596 -0.274 -1.409 0.537
C 6.138161 4.857289 29.280205 -0.970 0.049 -0.793
N 6.293042 6.216882 29.697181 0.466 1.924 0.880
C 6.445178 6.417431 31.157503 0.947 -1.167 0.064
C 7.759361 5.803314 31.715375 -0.843 -0.251 0.020
O 8.881779 6.081487 30.915099 0.690 -1.150 -0.146
C 10.038698 5.342802 31.385174 0.557 1.630 0.592
H 4.961188 4.519813 25.094888 0.154 -0.730 0.505
H 6.194761 5.724548 24.871286 -0.176 0.234 0.041
H 4.695591 6.071088 25.822043 0.082 0.318 -0.047
H 5.228842 3.690242 27.700782 -0.236 -0.531 0.560
H 4.490181 5.223796 27.893921 0.062 0.649 0.028
H 7.062862 4.281114 29.312894 0.076 -0.275 0.039
H 5.400901 4.484525 29.991250 0.041 -0.782 -0.127
H 7.139818 6.580485 29.283826 0.019 0.294 -0.229
H 5.645967 5.897352 31.685590 -0.186 -0.232 -0.137
H 6.374341 7.421752 31.575125 -0.021 0.486 -1.068
H 7.639658 4.721535 31.774826 -0.042 -0.257 0.040
H 7.893499 6.168629 32.733537 0.156 0.095 0.270
H 10.581706 6.057753 32.003307 0.284 0.098 0.168
H 10.756354 5.058006 30.615790 -0.619 0.007 -0.501
H 9.900029 4.503321 32.066461 -0.872 -0.245 -0.375
C 11.644669 8.990836 24.929804 -1.647 -0.262 0.764
C 10.888747 8.013584 25.947408 1.632 0.493 -0.729
C 11.798286 6.732507 26.226983 -1.717 0.629 -0.998
O 12.086829 5.958104 25.068971 0.425 0.626 -0.200
C 10.974700 5.326319 24.475791 -0.324 -0.371 0.540
N 10.627710 8.740092 27.189510 0.552 0.210 -0.185
H 11.607935 8.666244 23.889901 0.503 -0.599 0.204
H 12.639455 9.287165 25.262506 0.088 -0.329 -0.078
H 11.040674 9.896335 24.871707 -0.010 0.246 0.361
H 9.891768 7.865168 25.532551 0.202 -0.846 -0.231
H 11.301794 6.093511 26.957237 -0.237 -0.121 0.259
H 12.721443 7.091018 26.682333 0.185 -0.082 -0.323
H 10.174834 5.968569 24.107231 0.203 0.574 -0.028
H 10.499426 4.692634 25.224561 -0.135 -0.352 0.072
H 11.292939 4.706478 23.637568 0.314 0.094 0.167
H 10.382915 8.109544 27.939566 -0.187 -0.193 0.106
H 11.502239 9.165970 27.461424 0.123 0.276 0.338
C 1.689358 7.862123 40.157523 -0.153 1.173 0.553
C 2.975376 8.039129 39.436007 2.164 0.126 -0.046
C 3.592471 9.485892 39.331844 -1.122 -1.054 0.763
O 4.953274 9.446766 38.950310 -0.429 -0.166 -0.491
C 5.567402 10.724840 38.953936 -0.566 -0.311 0.454
N 3.999742 7.200118 40.087363 -0.056 -0.296 -1.120
H 1.462736 6.795949 40.151429 -0.567 0.265 -0.283
H 0.987574 8.573399 39.721987 -0.696 -0.650 -0.172
H 1.748437 8.173055 41.200564 0.273 -0.034 0.234
H 2.790081 7.681620 38.423116 0.406 -0.262 -0.174
H 3.484017 9.808686 40.367290 0.209 0.793 0.210
H 3.001371 10.111086 38.662633 0.014 0.244 -0.092
H 5.690542 11.038512 39.990540 0.429 0.107 0.157
H 4.908161 11.473335 38.514323 0.086 0.059 -0.454
H 6.516817 10.638603 38.425478 -0.133 0.129 0.118
H 4.080293 7.332528 41.085397 -0.339 0.306 0.125
H 4.860544 7.533687 39.677673 0.482 -0.428 0.217
C -0.735117 -0.670554 33.537721 -1.102 -0.883 0.344
C 0.628443 -0.770372 32.901370 -0.717 -0.282 0.007
C 0.674001 -0.994291 31.395355 0.331 -0.242 -0.351
O 0.238796 -2.282938 30.967570 -0.080 0.046 -1.339
C 0.316593 -2.490157 29.519435 0.588 0.263 0.521
N 1.256915 0.510673 33.183066 1.209 -0.425 -0.123
H -1.154197 0.332841 33.462480 -0.240 -0.092 -0.440
H -0.642922 -0.844334 34.609820 0.171 0.049 0.177
H -1.438076 -1.439251 33.216695 -0.174 0.108 -0.299
H 1.106472 -1.586776 33.442744 0.655 0.040 -0.334
H 1.701619 -0.857260 31.058714 0.240 0.116 0.086
H 0.094890 -0.191639 30.938779 -0.374 0.093 -0.311
H 1.265144 -2.274642 29.027616 0.919 0.179 0.880
H -0.295115 -1.833056 28.901254 -1.006 -0.116 0.531
H 0.190831 -3.548538 29.291179 -0.642 0.146 0.369
H 0.637592 1.209533 32.798178 0.038 0.379 0.129
H 1.207577 0.569554 34.190133 0.186 0.631 0.149
C -1.763355 2.039014 21.848635 -0.786 -0.159 -0.241
C -1.820515 0.924307 22.912614 0.075 1.481 0.178
C -3.159318 0.969344 23.662236 0.062 -1.050 -0.232
O -1.585121 -0.345650 22.330718 -0.215 0.139 0.404
H -2.631291 1.914422 21.201115 -0.120 0.148 -0.126
H -0.900830 2.046051 21.182219 0.300 -0.390 0.269
H -1.808364 3.033928 22.291619 -0.107 -0.037 0.181
H -1.056435 1.230602 23.627079 0.430 -0.639 0.325
H -3.960479 0.815465 22.939350 -0.240 0.666 -0.020
H -3.255672 1.838127 24.313412 -0.104 0.352 -0.612
H -3.329222 0.142986 24.352425 0.632 -0.343 0.005
H -0.701561 -0.303873 21.957665 0.085 -0.173 -0.129
C 5.517151 -1.625688 23.112373 -0.521 0.543 -0.365
C 5.199433 -2.347168 21.786391 0.111 0.391 0.902
C 4.910171 -3.792457 22.032934 -0.290 -1.146 -0.002
O 4.071412 -1.743791 21.116055 0.755 0.311 0.557
H 5.895973 -0.611586 22.985141 -0.083 0.069 -0.398
H 6.294011 -2.131824 23.685454 -0.188 -0.339 -0.106
H 4.612416 -1.521059 23.711203 -0.025 -0.238 0.134
H 6.122041 -2.297609 21.208079 -0.083 0.220 -0.527
H 4.875091 -4.320371 21.079950 0.128 -0.197 -0.055
H 3.949850 -3.996532 22.506485 -0.152 0.461 0.082
H 5.647852 -4.270302 22.677583 0.258 0.044 -0.181
H 4.017347 -2.089927 20.222263 0.079 -0.110 -0.040
C 14.235289 13.377353 30.222987 -0.239 0.929 0.024
C 14.638389 12.371049 31.262705 0.490 -0.802 0.770
C 13.636147 12.089822 32.425644 -0.282 -0.134 -1.341
O 14.943263 11.144512 30.564300 -0.287 -0.300 0.440
H 13.727593 12.939999 29.363295 -0.292 -0.228 0.338
H 15.111771 13.867896 29.799605 0.118 0.051 0.080
H 13.617792 14.151757 30.678074 -0.106 0.148 -0.196
H 15.593814 12.647934 31.708344 -0.053 0.513 0.273
H 14.015308 11.381386 33.162159 0.163 0.048 -0.201
H 12.744875 11.668726 31.960433 -0.081 -0.379 0.015
H 13.236583 12.961677 32.943636 0.569 0.332 -0.096
H 15.849993 11.238901 30.263413 -0.006 -0.185 -0.113
C 13.601746 -1.297810 30.150947 -0.797 0.220 0.634
C 12.228750 -1.713555 30.745344 0.460 1.513 -0.783
C 11.130338 -0.689496 30.353436 0.283 -0.864 -0.144
O 11.828746 -2.999380 30.355186 -0.110 -0.359 -0.080
H 13.650693 -1.358437 29.063736 -0.101 -0.142 0.050
H 14.418780 -1.846656 30.619282 0.045 -0.155 -0.178
H 13.699300 -0.254336 30.450520 0.392 0.097 -0.140
H 12.351485 -1.691919 31.828197 -0.084 0.111 0.267
H 10.735448 -0.883921 29.356257 0.052 -0.408 -0.055
H 11.518194 0.325559 30.267824 -0.028 0.004 0.601
H 10.305200 -0.796598 31.057558 -0.031 0.398 -0.055
H 12.507218 -3.577614 30.711452 -0.080 -0.409 -0.115
C 2.897818 11.711686 29.992412 -0.228 -0.464 0.422
C 1.959817 11.004473 28.986364 1.851 1.647 0.637
C 2.529862 11.277351 27.592343 -1.273 -0.232 -0.296
O 1.890955 9.638784 29.278923 -0.455 -0.438 0.096
H 3.081896 12.765821 29.785016 -0.050 -0.064 -0.259
H 3.845567 11.173291 29.990012 0.275 0.132 -0.075
H 2.520050 11.646010 31.012744 -0.159 -0.040 0.032
H 0.985466 11.463503 29.153754 -0.283 -0.420 -0.518
H 3.607719 11.172534 27.468559 0.032 -0.093 0.444
H 2.241331 12.284750 27.292339 0.111 0.035 -0.156
H 2.043973 10.561404 26.929451 0.051 0.124 -0.335
H 2.794093 9.329518 29.380345 0.133 -0.217 0.013
C -3.588672 7.612324 32.920023 -0.344 -0.107 -0.259
C -3.101107 6.263704 32.332335 -1.497 1.614 -1.483
C -3.313077 6.192565 30.816876 -2.185 -0.278 0.095
O -1.742168 6.201781 32.415844 2.647 -0.858 1.754
H -3.141228 8.398241 32.311555 0.206 0.183 0.108
H -3.332433 7.775009 33.966902 0.372 -0.264 -0.060
H -4.660479 7.804151 32.869857 -0.182 -0.412 -0.222
H -3.586526 5.421067 32.824725 0.386 -0.112 0.139
H -2.982486 5.226688 30.434914 0.510 0.288 -0.065
H -2.900635 7.065705 30.311272 0.486 -0.193 0.010
H -4.371267 6.221690 30.557110 -0.321 0.065 0.017
H -1.347664 6.901991 31.890796 -0.064 0.071 -0.042